No. 1
{"formula": "C4H5N3S", "method": "the ωB97M-V functional and the def2-TZVPD basis", "de_lowest_kj_mol": 490.6, "e_homo_ha": -0.3320, "total_energy_ev": -19529.7959, "charge": 0, "gap_ev": 8.28, "species": ["C", "C", "C", "C", "H", "H", "H", "H", "H", "N", "N", "N", "S"], "coordinates": [[1.13073, 0.69095, -1.58173], [-0.55964, -0.47146, -0.16881], [-0.62285, -0.71910, 1.45099], [-0.33757, 0.56966, 2.11207], [0.39870, -0.69260, -2.89820], [1.64225, 1.61848, -1.42377], [0.30184, 1.30242, 0.11069], [0.24185, -1.38064, 1.95700], [-1.80261, -1.37286, 1.98026], [1.19063, 0.05915, -2.66058], [0.18624, 0.48704, -0.55139], [-0.57673, 1.62488, 2.85205], [-1.19285, -1.71591, -1.17859]], "nbo_charge": [0.249, 0.172, -0.577, 0.189, 0.395, 0.181, 0.415, 0.295, 0.310, -0.605, -0.622, -0.267, -0.136]}


No. 2
{"formula": "C4H5N4O", "method": "the ωB97M-V functional and the def2-TZVPD basis", "de_lowest_kj_mol": 368.4, "e_homo_ha": [-0.4665, -0.4665], "total_energy_ev": -12223.7800, "charge": 1, "gap_ev": [6.95, 6.95], "smiles": "CN=C=CO/C=N/[N+]#N", "species": ["C", "N", "C", "C", "O", "C", "N", "N", "N", "H", "H", "H", "H", "H"], "coordinates": [[2.54318, -1.28249, 0.31039], [1.64574, -0.50229, -0.27260], [1.04981, 0.52309, -0.16785], [0.31990, 1.59837, -0.30239], [-0.97545, 1.78964, 0.12468], [-2.06233, 1.09015, 0.01793], [-2.14356, -0.17273, -0.29608], [-3.00626, -0.97948, -0.28749], [-3.74168, -1.78321, -0.48561], [2.97947, -0.85349, 1.19530], [1.89979, -2.08245, 0.62674], [3.47692, -1.61659, -0.27377], [0.89144, 2.55802, -0.61780], [-2.87697, 1.71348, 0.42853]], "nbo_charge": [-0.446, -0.288, 0.409, -0.178, -0.341, 0.525, -0.341, 0.282, 0.184, 0.208, 0.243, 0.254, 0.268, 0.223]}


No. 3
{"formula": "C4H5N4O2S", "method": "the ωB97M-V functional and the def2-TZVPD basis", "de_lowest_kj_mol": 57.8, "e_homo_ha": -0.1683, "total_energy_ev": -25117.6446, "charge": -1, "gap_ev": 7.82, "species": ["C", "C", "C", "C", "N", "N", "N", "N", "O", "O", "S", "H", "H", "H", "H", "H"], "coordinates": [[-1.90098, -0.65789, 0.28122], [0.95916, 0.36932, -0.63977], [1.23321, -0.94206, 1.58252], [-1.33154, -0.02470, -0.89193], [0.92214, 0.80391, -1.94046], [0.62895, 1.34332, 0.18572], [0.57383, 2.07084, -1.81159], [0.45914, 2.38300, -0.57543], [-1.75345, -1.09138, 1.38615], [-2.76534, -0.67701, -0.67889], [1.26776, -1.27255, -0.12853], [0.67692, -0.14915, 2.12474], [2.30870, -0.87892, 1.87066], [0.93814, -1.85830, 1.89185], [-0.69203, -0.48704, -1.67506], [-1.52462, 1.06860, -0.98118]], "nbo_charge": [0.761, 0.041, -0.757, -0.228, -0.401, -0.388, -0.158, -0.172, -0.597, -0.514, 0.250, 0.273, 0.194, 0.206, 0.260, 0.228]}


No. 4
{"formula": "C4H5N4S", "method": "the ωB97M-V functional and the def2-TZVPD basis", "de_lowest_kj_mol": 113.2, "e_homo_ha": -0.5407, "total_energy_ev": -21015.5738, "charge": 1, "gap_ev": 10.35, "species": ["C", "C", "C", "C", "N", "N", "N", "N", "S", "H", "H", "H", "H", "H"], "coordinates": [[0.66057, 0.42058, 1.64235], [-0.36722, 1.54110, 0.14845], [-1.38948, 0.97297, -1.96414], [0.80837, -1.80238, 0.38751], [0.22043, 1.60349, 1.32491], [-0.76508, -0.07163, -1.59346], [-0.27467, 0.23908, -0.29453], [0.49994, -0.44216, 0.58145], [-1.26901, 2.46647, -0.95316], [0.95609, 0.35089, 2.66247], [-1.65552, 1.02062, -3.03813], [-0.16438, -2.30511, 0.43950], [1.30568, -1.99082, -0.59996], [1.43429, -2.00311, 1.25675]], "nbo_charge": [0.254, 0.170, -0.071, -0.421, -0.423, -0.188, -0.018, -0.118, 0.520, 0.271, 0.280, 0.239, 0.257, 0.249]}


No. 5
{"formula": "C4H5NO", "method": "the ωB97M-V functional and the def2-TZVPD basis", "de_lowest_kj_mol": 490.1, "e_homo_ha": -0.3404, "total_energy_ev": -7761.4468, "charge": 0, "gap_ev": 10.19, "species": ["C", "C", "C", "C", "N", "O", "H", "H", "H", "H", "H"], "coordinates": [[-0.90638, -0.82666, -0.68832], [-0.11860, -1.74694, -1.12371], [0.56664, 0.35089, 0.31768], [0.09166, 1.57583, 0.98834], [1.49180, -0.45841, 0.11919], [1.23721, -1.60495, -0.59032], [-1.85454, -0.30177, -0.72809], [-0.17138, -2.60016, -1.73662], [0.46224, 1.86376, 2.06440], [0.20368, 2.38825, 0.23878], [-1.00233, 1.36015, 1.13867]], "nbo_charge": [-0.325, 0.002, 0.283, -0.708, -0.119, -0.339, 0.228, 0.227, 0.251, 0.250, 0.250]}


No. 6
{"formula": "C4H5NO", "method": "the ωB97M-V functional and the def2-TZVPD basis", "de_lowest_kj_mol": 247.7, "e_homo_ha": -0.3579, "total_energy_ev": -7763.9591, "charge": 0, "gap_ev": 10.68, "smiles": "C#CCNC=O", "species": ["C", "C", "C", "N", "C", "O", "H", "H", "H", "H", "H"], "coordinates": [[0.93596, -2.12689, 1.39428], [0.14420, -1.35825, 0.87519], [-0.74198, -0.32176, 0.23719], [0.05012, 0.87856, -0.08161], [0.03824, 1.46770, -1.40756], [0.64717, 2.47941, -1.58997], [1.66794, -2.74937, 1.96376], [-1.29775, -0.52993, -0.71633], [-1.54512, -0.01412, 0.86694], [0.76848, 1.22014, 0.66838], [-0.66724, 1.05450, -2.21026]], "nbo_charge": [-0.232, -0.038, -0.287, -0.652, 0.529, -0.574, 0.257, 0.228, 0.217, 0.422, 0.129]}


No. 7
{"formula": "C4H5NO", "method": "the ωB97M-V functional and the def2-TZVPD basis", "de_lowest_kj_mol": 199.7, "e_homo_ha": -0.3355, "total_energy_ev": -7764.4569, "charge": 0, "gap_ev": 10.13, "smiles": "Cc1cocn1", "species": ["C", "C", "C", "O", "C", "N", "H", "H", "H", "H", "H"], "coordinates": [[-1.63330, -0.12001, -0.21980], [-0.17700, 0.04928, -0.34378], [0.35661, 0.54374, 0.80520], [1.67654, 0.22248, 0.81561], [1.86582, -0.32595, -0.39288], [0.82694, -0.42110, -1.16086], [-1.55624, 0.30917, 0.85569], [-1.92748, -1.10670, 0.12490], [-2.26717, 0.14816, -1.08851], [0.06574, 1.44834, 1.31835], [2.86387, -0.66999, -0.58913]], "nbo_charge": [-0.653, 0.096, -0.023, -0.406, 0.335, -0.454, 0.241, 0.228, 0.230, 0.217, 0.190]}


No. 8
{"formula": "C4H5NO", "method": "the ωB97M-V functional and the def2-TZVPD basis", "de_lowest_kj_mol": 332.5, "e_homo_ha": [-0.2850, -0.2850], "total_energy_ev": -7763.0798, "charge": 0, "gap_ev": [8.57, 8.57], "smiles": "Cc1cocn1", "species": ["C", "C", "C", "O", "C", "N", "H", "H", "H", "H", "H"], "coordinates": [[1.74977, -0.08388, 0.03545], [0.30802, -0.21292, 0.00708], [-0.85601, 1.17779, -0.01489], [-1.97758, 0.47295, 0.01240], [-1.74764, -0.85436, 0.09302], [-0.49732, -1.22595, 0.00209], [2.19034, 0.77272, -0.63262], [1.95546, 0.34129, 1.01648], [2.22325, -1.15589, -0.12436], [-0.77404, 2.19534, -0.34744], [-2.57425, -1.42710, -0.04720]], "nbo_charge": [-0.688, 0.185, -0.009, -0.373, 0.257, -0.476, 0.238, 0.240, 0.244, 0.203, 0.179]}


No. 9
{"formula": "C4H5NO", "method": "the ωB97M-V functional and the def2-TZVPD basis", "de_lowest_kj_mol": 326.9, "e_homo_ha": -0.2674, "total_energy_ev": -7763.1384, "charge": 0, "gap_ev": 7.48, "species": ["O", "C", "C", "C", "C", "N", "H", "H", "H", "H", "H"], "coordinates": [[-0.63871, 1.85054, 0.64134], [-0.24866, 0.64662, 0.22072], [0.81513, -0.27385, 0.69369], [0.78252, -1.52592, -0.16647], [-0.20738, -1.23555, -1.03668], [-0.83219, 0.06670, -0.78356], [-0.09307, 2.11505, 1.39543], [0.83693, -0.42415, 1.76670], [1.81257, 0.08157, 0.42807], [-0.62957, -1.79230, -1.86415], [-1.59756, 0.49130, -1.29510]], "nbo_charge": [-0.632, 0.605, -0.625, -0.257, -0.264, -0.495, 0.505, 0.255, 0.289, 0.200, 0.418]}


No. 10
{"formula": "C4H5NO", "method": "the ωB97M-V functional and the def2-TZVPD basis", "de_lowest_kj_mol": 352.2, "e_homo_ha": [-0.2975, -0.3020], "total_energy_ev": -7762.8765, "charge": 0, "gap_ev": [7.49, 7.88], "species": ["O", "C", "C", "C", "C", "N", "H", "H", "H", "H", "H"], "coordinates": [[1.70337, 0.51594, -0.68392], [0.90271, 0.75213, 0.35561], [-0.53597, 0.72337, 0.50751], [-0.48759, -0.75106, 0.27910], [-0.99981, -1.29033, -0.93270], [-1.43531, -1.72218, -1.92644], [1.45725, -0.32091, -1.09190], [1.52556, 1.23599, 1.11125], [-0.78471, 1.00235, 1.53415], [-1.10105, 1.30423, -0.21421], [-0.24445, -1.44954, 1.06155]], "nbo_charge": [-0.660, 0.318, -0.501, -0.460, 0.226, -0.348, 0.512, 0.178, 0.241, 0.246, 0.248]}


No. 11
{"formula": "C4H5NO", "method": "the ωB97M-V functional and the def2-TZVPD basis", "de_lowest_kj_mol": 314.9, "e_homo_ha": -0.3647, "total_energy_ev": -7763.2632, "charge": 0, "gap_ev": 9.29, "species": ["N", "C", "O", "C", "C", "C", "H", "H", "H", "H", "H"], "coordinates": [[-0.58635, -0.85220, -1.22447], [0.54951, -0.18198, -0.90903], [1.43105, 0.06999, -1.70908], [0.69367, 0.22174, 0.56690], [-1.18483, -0.05628, 1.97888], [-0.54615, 0.81762, 1.22554], [-0.70718, -1.17521, -2.17231], [-1.29130, -1.04345, -0.53247], [1.11579, -0.63912, 1.11742], [1.42944, 1.01324, 0.60307], [-0.90365, 1.82565, 1.05555]], "nbo_charge": [-0.824, 0.669, -0.603, -0.513, 0.230, -0.568, 0.409, 0.408, 0.255, 0.257, 0.278]}


No. 12
{"formula": "C4H5NO", "method": "the ωB97M-V functional and the def2-TZVPD basis", "de_lowest_kj_mol": 297.3, "e_homo_ha": -0.3628, "total_energy_ev": -7763.4456, "charge": 0, "gap_ev": 10.86, "smiles": "C=COC1=NC1", "species": ["C", "C", "O", "C", "N", "C", "H", "H", "H", "H", "H"], "coordinates": [[1.13915, 0.71664, -0.98269], [1.45344, -0.32229, -0.22477], [0.56417, -1.32662, 0.13207], [-0.67057, -0.92924, 0.41345], [-1.80730, -1.39676, 0.63254], [-1.56630, 0.13360, 0.73978], [0.14542, 0.84587, -1.39869], [1.88447, 1.47116, -1.20138], [2.43593, -0.51697, 0.18968], [-2.00118, 0.75948, -0.04068], [-1.57723, 0.56512, 1.74068]], "nbo_charge": [-0.467, 0.127, -0.457, 0.480, -0.355, -0.330, 0.213, 0.222, 0.199, 0.181, 0.187]}